C56H90BNO21 | ωB97M-V/def2-TZVPD

## Properties
- HOMO-LUMO gap (eV) = 8.3
- HOMO level (eV) = -8.81
- E_tot (eV) = -104695.425
- energy above the lowest of the compared OMol25 structures with the same formula, charge and spin (kcal per mole) = 0.0
- SMILES = CCOCCOCc1cc(CNC)c(B(O)CC)c2c1C(=O)c1c(ccc(CCCC(=O)OCC)c1CCOC=O)C2=O.CCOC(C)=O.CCOC(C)=O.CCOC(C)=O.CCOC(C)=O.CCOC(C)=O.CCOC(C)=O

Structure (ORCA input):
```
! RIJCOSX wB97M-V def2-TZVPD def2/J DEFGRID3
* xyz 0 1
C 1.15768 5.76338 7.86296
C 0.01234 6.19575 6.90517
O 0.37312 6.07320 5.53962
C 1.15479 7.17147 5.08531
C 1.18373 7.06410 3.56299
O 2.18471 6.10590 3.24063
C 2.14013 5.74849 1.88359
C 0.94960 4.89749 1.47913
C 0.04957 5.37629 0.55930
C -1.03348 4.65009 0.11498
C -1.90211 5.32391 -0.94927
N -1.14752 5.38467 -2.22112
C -0.90990 4.06661 -2.80831
C -1.27806 3.37865 0.58860
B -2.52951 2.52847 0.08672
O -2.27219 1.36715 -0.61574
C -4.03709 2.87984 0.35456
C -4.60361 2.15087 1.62486
C -0.37089 2.88420 1.51745
C 0.70675 3.61632 1.95597
C 1.63580 2.93994 2.95329
O 2.09889 3.48457 3.93012
C 1.89959 1.47526 2.63704
C 0.80721 0.75136 2.19472
C 0.95454 -0.56631 1.85967
C 2.20875 -1.12446 1.97181
C 3.31045 -0.43263 2.39473
C 4.71347 -1.02890 2.48193
C 4.91709 -2.30120 1.62145
C 5.33658 -1.95396 0.18015
C 4.12454 -1.53122 -0.63291
O 3.21784 -2.31045 -0.84565
O 4.03283 -0.24579 -1.11739
C 4.13082 -0.18227 -2.54803
C 2.88067 0.46483 -3.18114
C 3.16130 0.92130 2.75405
C 4.31956 1.75368 3.24835
C 4.42366 1.66100 4.79648
O 5.72489 1.99025 5.29713
C 6.09584 3.27362 5.02677
O 6.21393 4.13308 5.86892
C -0.50327 1.48793 2.07268
O -1.55996 0.99710 2.41895
H 2.09841 5.93402 7.33001
H 1.13073 6.37326 8.76858
H 1.09236 4.69433 8.06793
H -0.30722 7.22873 7.10116
H -0.81690 5.50367 7.07968
H 0.73062 8.13748 5.38987
H 2.17534 7.00954 5.45658
H 1.51321 8.02914 3.14391
H 0.18680 6.76313 3.22064
H 2.23822 6.64588 1.24959
H 3.04360 5.15607 1.67766
H 0.23068 6.36968 0.14934
H -2.10886 6.36360 -0.67827
H -2.83009 4.78506 -1.14606
H -0.27937 5.87621 -2.06221
H 0.12190 3.70974 -2.66797
H -1.57585 3.29054 -2.42131
H -1.07679 4.10615 -3.89267
H -1.45394 0.95824 -0.31264
H -4.60587 2.48309 -0.50153
H -4.25123 3.95426 0.38197
H -4.61461 2.82584 2.47946
H -3.96210 1.27999 1.79233
H -5.59680 1.75432 1.40874
H 0.08646 -1.10645 1.49681
H 2.29714 -2.16180 1.66721
H 5.06531 -1.15880 3.50913
H 5.37105 -0.27977 2.02588
H 5.75003 -2.86059 2.06228
H 4.05163 -2.96486 1.62649
H 5.76510 -2.82072 -0.33825
H 6.12068 -1.19004 0.18119
H 5.01505 0.38257 -2.85639
H 4.19902 -1.19691 -2.95198
H 2.54218 -0.14227 -4.02796
H 3.09603 1.46124 -3.57573
H 2.04643 0.51994 -2.47873
H 5.27849 1.47654 2.80643
H 4.16891 2.81404 3.02551
H 4.20499 0.62318 5.06917
H 3.66058 2.27529 5.28086
H 6.35339 3.53602 3.98002
C -5.96667 -2.29505 3.41182
C -6.01967 -1.04710 4.26954
O -6.69775 0.01825 3.60132
C -8.03213 0.17289 3.59761
C -8.90855 -0.95085 4.08543
O -8.49822 1.18470 3.14039
H -6.96514 -2.67664 3.19477
H -5.39789 -3.07922 3.91286
H -5.49272 -2.07308 2.45481
H -6.46123 -1.23561 5.24928
H -5.00670 -0.68803 4.44722
H -9.22388 -1.55035 3.23513
H -9.78677 -0.52006 4.56137
H -8.43675 -1.59322 4.82499
C -8.18349 3.91970 4.22572
C -9.52222 4.21058 4.86707
O -9.40410 5.13766 5.95545
C -9.38879 6.47096 5.79919
C -9.22246 7.05020 4.41326
O -9.44308 7.18024 6.76668
H -7.74060 4.81895 3.79245
H -8.29136 3.17282 3.44184
H -7.47996 3.54637 4.97152
H -10.26172 4.55730 4.14312
H -9.91900 3.29434 5.30189
H -8.16828 7.26633 4.24594
H -9.79017 7.97681 4.36102
H -9.59169 6.40940 3.61616
C 3.33896 -7.78607 -3.84072
C 4.16828 -7.90549 -2.57757
O 5.17354 -6.88828 -2.51226
C 4.95988 -5.64702 -2.04430
C 3.54985 -5.17108 -1.80917
O 5.90150 -4.91298 -1.88392
H 2.79767 -6.84034 -3.87895
H 2.61658 -8.60039 -3.90135
H 3.98287 -7.82172 -4.72071
H 3.55481 -7.90368 -1.67548
H 4.70579 -8.85244 -2.58750
H 3.20758 -4.62787 -2.68920
H 3.55587 -4.49831 -0.95874
H 2.84436 -5.96599 -1.57587
C 9.40436 -3.70193 -5.63870
C 7.99320 -3.32509 -6.04106
O 7.39404 -4.33264 -6.86079
C 6.77679 -5.42703 -6.37777
C 6.93164 -5.78062 -4.92063
O 6.16691 -6.13473 -7.13507
H 9.42197 -4.61190 -5.03873
H 9.86473 -2.89900 -5.06226
H 10.01089 -3.89057 -6.52533
H 7.36235 -3.09905 -5.17955
H 8.02175 -2.42404 -6.65279
H 7.74509 -6.49728 -4.81330
H 6.00866 -6.23516 -4.57984
H 7.11293 -4.92706 -4.27282
C -11.96421 -2.68066 -0.77728
C -10.59192 -3.03702 -0.24329
O -10.49631 -2.79457 1.16358
C -10.89662 -3.66897 2.10406
C -11.72917 -4.86238 1.70252
O -10.63669 -3.44619 3.25498
H -12.74448 -3.29279 -0.32436
H -12.00095 -2.81839 -1.85826
H -12.19895 -1.64124 -0.54694
H -10.30713 -4.06332 -0.48057
H -9.84596 -2.39244 -0.70561
H -12.78229 -4.61791 1.83494
H -11.47065 -5.69329 2.35506
H -11.56061 -5.19939 0.68248
C 5.93650 -5.36829 -12.59884
C 7.11121 -6.27784 -12.30016
O 8.33899 -5.54974 -12.24516
C 8.77584 -4.90954 -11.14194
C 7.83213 -4.71172 -9.98079
O 9.88652 -4.45409 -11.13074
H 5.79618 -4.62276 -11.81610
H 5.01764 -5.94834 -12.69231
H 6.10721 -4.82703 -13.53010
H 6.96308 -6.85990 -11.38920
H 7.22834 -6.99446 -13.11223
H 7.36795 -3.72961 -10.06375
H 8.40538 -4.75885 -9.06069
H 7.05932 -5.47199 -9.90002
*
```